A structure of composition C41H62BN6PS3W. Source: the Open Molecules 2025 dataset; level of theory: wB97M-V/def2-TZVPD.

The geometry in XYZ format:
```
115
Properties=species:S:1:pos:R:3:forces:R:3:lowdin_charge:R:1
W -0.039 0.326 0.082 -0.4872 0.1738 0.1860 0.749
C 1.874 -0.687 -4.538 -0.0185 0.0012 -0.0515 -0.024
C 2.562 -0.866 -3.224 0.0689 -0.0147 0.1350 -0.209
C 3.908 -1.125 -3.115 0.0237 0.0105 0.0018 0.130
C 4.536 -1.226 -1.855 0.0102 0.0258 -0.0124 -0.145
N 3.816 -1.165 -0.751 -0.0235 0.0099 0.0381 0.207
N 2.503 -0.960 -0.835 0.1877 0.0017 0.0610 -0.020
B 1.861 -0.965 0.624 0.2558 0.0276 -0.2956 -0.626
N 2.790 -0.200 1.603 0.0640 0.0258 0.1908 -0.008
N 3.466 -0.860 2.525 -0.0195 -0.0431 -0.0955 0.226
C 4.348 -0.189 3.253 -0.0100 -0.0020 0.0432 -0.141
C 4.578 1.184 3.019 0.0439 0.0234 -0.0036 0.132
C 3.839 1.892 2.096 -0.0332 -0.1516 -0.0033 -0.196
C 3.986 3.359 1.855 0.0235 0.0619 -0.0180 -0.003
C 2.898 1.111 1.420 -0.1087 -0.0285 -0.0825 -0.467
S 1.730 1.744 0.265 -0.0028 0.1856 0.3000 0.871
C 5.138 -0.953 4.296 0.0175 0.0235 -0.0002 -0.537
C 6.499 -1.278 3.648 -0.0053 -0.0376 -0.0028 -0.005
C 5.355 -0.087 5.545 0.0029 0.0152 0.0214 -0.024
C 4.419 -2.243 4.687 0.0130 -0.0633 0.0115 -0.038
N 1.652 -2.422 1.093 -0.2486 -0.2073 -0.0481 0.002
N 2.707 -3.231 1.174 -0.0265 0.0319 -0.1435 0.217
C 2.487 -4.486 1.534 -0.0203 -0.0515 0.0158 -0.142
C 1.180 -4.940 1.838 0.0614 0.0132 0.0547 0.131
C 0.089 -4.109 1.755 0.1496 0.0956 -0.0741 -0.197
C -1.314 -4.527 2.042 -0.0689 -0.0398 0.0429 -0.009
C 0.411 -2.811 1.338 0.0125 0.2438 -0.0194 -0.441
S -0.806 -1.576 1.026 -0.0314 -0.4427 0.4887 0.840
C 3.658 -5.446 1.608 -0.0404 0.0322 0.0115 -0.539
C 4.956 -4.765 1.189 0.0584 0.0320 -0.0096 -0.040
C 3.368 -6.632 0.671 0.0179 -0.0252 -0.0403 -0.015
C 3.775 -5.953 3.057 0.0024 -0.0277 -0.0188 -0.006
C 1.874 -0.757 -1.999 -0.1191 0.0428 -0.1090 -0.472
S 0.142 -0.293 -2.079 0.3184 -0.3122 -0.5081 0.807
C 6.034 -1.395 -1.730 -0.0307 -0.0175 -0.0235 -0.539
C 6.716 -0.249 -2.496 0.0336 0.0142 -0.0162 -0.014
C 6.410 -2.745 -2.367 0.0144 -0.0150 0.0299 -0.005
C 6.468 -1.361 -0.266 0.0063 -0.0108 0.0199 -0.045
H 2.584 -0.794 -5.354 -0.0093 -0.0035 -0.0076 0.109
H 1.421 0.303 -4.616 -0.0058 -0.0081 -0.0087 0.100
H 1.089 -1.435 -4.674 -0.0083 0.0186 -0.0048 0.107
H 4.507 -1.219 -4.012 -0.0209 0.0028 -0.0061 0.149
H 5.337 1.694 3.599 -0.0065 0.0086 -0.0026 0.149
H 4.927 3.719 2.264 -0.0081 0.0096 0.0068 0.110
H 3.178 3.908 2.344 0.0006 0.0043 -0.0122 0.110
H 3.964 3.594 0.790 -0.0034 0.0131 0.0064 0.094
H 7.044 -0.372 3.373 -0.0096 0.0047 -0.0118 0.099
H 6.377 -1.897 2.757 0.0022 -0.0117 0.0108 0.071
H 7.112 -1.825 4.364 -0.0001 0.0110 -0.0006 0.111
H 6.056 0.731 5.377 -0.0141 0.0045 -0.0064 0.090
H 5.786 -0.706 6.331 0.0116 -0.0064 -0.0127 0.109
H 4.418 0.321 5.929 0.0012 -0.0128 -0.0041 0.101
H 4.156 -2.840 3.815 0.0275 -0.0203 -0.0160 0.045
H 3.511 -2.039 5.260 -0.0210 0.0233 -0.0358 0.097
H 5.079 -2.837 5.319 -0.0080 0.0210 0.0197 0.107
H 1.047 -5.972 2.136 -0.0233 0.0032 0.0026 0.148
H -1.335 -5.528 2.468 -0.0092 -0.0038 -0.0122 0.108
H -1.908 -4.539 1.125 -0.0107 0.0062 0.0140 0.109
H -1.789 -3.848 2.752 -0.0152 -0.0071 -0.0146 0.099
H 4.946 -4.501 0.130 -0.0295 0.0229 0.0080 0.073
H 5.787 -5.450 1.356 -0.0122 -0.0086 -0.0178 0.110
H 5.141 -3.859 1.767 0.0170 -0.0045 0.0345 0.059
H 3.163 -6.302 -0.350 0.0060 0.0076 0.0056 0.098
H 2.536 -7.247 1.015 -0.0181 0.0212 -0.0036 0.092
H 4.245 -7.277 0.638 -0.0002 0.0005 0.0196 0.109
H 4.015 -5.147 3.750 -0.0003 0.0228 0.0108 0.079
H 4.577 -6.689 3.107 -0.0025 0.0043 0.0011 0.111
H 2.865 -6.448 3.399 0.0138 0.0000 0.0054 0.092
H 6.505 -0.275 -3.566 -0.0046 0.0022 0.0099 0.091
H 7.796 -0.342 -2.384 -0.0033 -0.0106 -0.0022 0.110
H 6.424 0.728 -2.105 -0.0039 -0.0048 0.0023 0.096
H 6.195 -2.771 -3.436 -0.0129 -0.0050 0.0042 0.095
H 5.891 -3.576 -1.887 0.0107 0.0035 0.0060 0.083
H 7.482 -2.906 -2.249 0.0003 0.0059 -0.0195 0.110
H 6.274 -0.383 0.184 -0.0237 -0.0037 -0.0033 0.083
H 7.540 -1.543 -0.210 -0.0024 0.0095 -0.0071 0.109
H 5.958 -2.121 0.327 0.0036 -0.0233 -0.0138 0.056
C -3.030 4.032 1.449 0.0115 -0.0219 -0.0126 -0.043
C -1.808 3.164 1.096 -0.0161 0.0708 0.0364 -0.661
C -0.717 3.540 2.116 0.0150 -0.0056 -0.0002 -0.089
C -1.371 3.428 -0.349 0.0532 -0.0561 -0.0639 -0.075
P -2.133 1.334 1.282 0.2448 0.2369 -0.0413 1.081
C -2.227 0.961 3.025 -0.0588 -0.0387 -0.0245 -0.383
C -1.083 0.590 3.735 -0.0085 0.0334 0.0912 -0.128
C -1.143 0.424 5.108 0.0376 -0.0027 -0.0168 -0.042
C -2.343 0.630 5.779 -0.0402 0.0073 0.0056 -0.013
C -3.481 1.011 5.081 0.0208 0.0000 0.0203 -0.014
C -3.429 1.180 3.706 0.0056 0.0005 -0.0182 -0.067
C -3.544 0.644 0.262 -0.1413 0.1301 0.0819 -0.661
C -4.151 -0.586 0.947 0.0149 -0.0486 -0.0254 -0.065
C -4.664 1.666 0.023 0.0199 -0.0594 -0.0482 -0.048
C -2.931 0.254 -1.090 0.0338 0.0591 0.0282 -0.133
H -2.676 5.060 1.546 -0.0035 -0.0026 0.0009 0.116
H -3.458 3.753 2.412 -0.0122 0.0018 -0.0037 0.093
H -3.804 4.025 0.691 -0.0223 -0.0141 -0.0232 0.076
H -0.328 4.523 1.846 -0.0226 0.0119 0.0198 0.111
H 0.125 2.850 2.163 0.0143 -0.0121 -0.0191 0.021
H -1.138 3.607 3.118 -0.0032 -0.0049 -0.0001 0.102
H -1.002 4.451 -0.449 -0.0155 0.0055 -0.0019 0.119
H -2.181 3.295 -1.066 -0.0345 0.0221 0.0145 0.089
H -0.533 2.785 -0.690 -0.0325 0.0210 0.0157 0.011
H -0.131 0.446 3.230 -0.0044 -0.0184 -0.0285 0.076
H -0.257 0.141 5.660 -0.0075 0.0009 0.0012 0.119
H -2.390 0.500 6.852 0.0046 0.0007 -0.0032 0.132
H -4.411 1.180 5.607 0.0005 -0.0020 -0.0017 0.134
H -4.324 1.489 3.181 0.0044 -0.0039 -0.0173 0.111
H -4.726 -0.315 1.829 -0.0002 0.0046 0.0009 0.090
H -3.422 -1.340 1.238 0.0062 0.0087 0.0051 0.038
H -4.839 -1.050 0.237 -0.0033 0.0014 0.0076 0.116
H -5.078 2.066 0.947 0.0057 0.0060 0.0088 0.093
H -5.472 1.140 -0.490 0.0006 0.0102 -0.0038 0.117
H -4.355 2.487 -0.621 0.0053 0.0234 0.0050 0.084
H -2.255 -0.611 -1.003 0.0124 -0.0498 0.0155 0.005
H -2.441 1.090 -1.598 -0.0114 0.0216 -0.0075 0.068
H -3.721 -0.090 -1.765 0.0289 -0.0355 -0.0181 0.130
```
Forces are in eV/Å.

Output
HOMO (spin up / spin down)   -0.701 / -0.701 hartree
ΔE to the lowest compared entry with this formula, charge and spin   0.608 eV
Net charge   +4
Kohn-Sham gap (spin up / spin down)   5.7 / 5.6 eV


A cluster of 6 separate species, C41H63BNO14S2 in total at a distorted geometry. Source: the Open Molecules 2025 dataset; level of theory: wB97M-V/def2-TZVPD.

The geometry in XYZ format:
```
122
Properties=species:S:1:pos:R:3:forces:R:3:lowdin_charge:R:1
C 0.370 -1.038 0.345 -0.6830 -0.3674 1.0580 -0.105
C -0.214 -0.999 1.886 -1.5869 -1.2557 3.8721 -0.176
C -0.696 -2.420 2.544 -0.4763 4.0343 2.5107 -0.054
C -1.338 -2.410 4.083 1.1913 3.0018 -1.7673 -0.033
C -1.498 -1.013 4.987 1.2676 -0.5345 -2.7451 -0.053
C -2.185 -1.060 6.510 -0.8311 -0.7438 -0.2686 -0.342
C -3.486 -0.014 6.608 1.2122 -0.0625 -1.0898 -0.111
C -2.829 -2.560 6.854 -0.4000 0.3934 -0.4139 -0.161
C -0.955 0.425 4.334 -0.2942 -3.2264 -1.1277 -0.076
O -1.099 1.615 5.180 1.6126 -3.7149 -2.4846 -0.173
C -0.187 2.702 4.803 0.7623 2.3337 0.3916 -0.183
B -1.063 3.741 3.840 0.5387 -0.1913 -0.4416 -0.665
C -0.182 5.041 3.316 0.8862 1.0603 0.3352 -0.195
C -0.984 6.049 2.305 1.4802 0.8153 -0.2155 -0.265
C -1.573 5.359 0.942 -1.7944 -0.5265 1.1944 -0.466
S -0.817 5.991 -0.656 0.3894 -1.6521 0.1674 0.752
C -0.407 4.452 -1.638 -0.6376 -2.1605 -1.4129 -0.966
S -1.396 4.116 -3.020 2.0912 0.8715 2.3558 0.518
N 0.680 3.443 -1.344 -0.6420 3.0824 0.9230 -0.204
C 1.187 3.508 0.078 0.5843 -1.2685 1.4643 -0.167
C 2.572 2.611 0.333 -0.6022 0.9898 1.1965 -0.137
O 3.630 2.877 -0.654 -1.5862 0.6852 -0.7703 -0.216
C 3.219 3.856 -1.672 0.0428 -0.3542 -0.9776 -0.169
C 1.788 3.472 -2.373 0.0605 0.8381 -0.7787 -0.165
C -2.538 4.141 4.479 -0.6553 0.1643 0.1438 -0.058
C -3.817 3.483 3.692 -5.8270 1.5121 1.0036 -0.238
O -5.031 4.042 3.922 6.4077 -3.1429 -1.4068 -0.111
O -3.795 2.317 2.795 0.5957 2.3758 2.8684 -0.013
C -0.349 0.350 2.816 -0.6224 -1.7597 0.6696 0.042
H 1.403 -0.487 0.314 -2.0949 -1.0448 -0.1678 0.065
H -0.435 -0.572 -0.370 1.7263 -0.5946 1.3509 0.083
H 0.515 -2.173 0.025 -0.2432 2.6788 0.9238 0.057
H -0.604 -3.436 1.971 -0.1642 2.2314 1.1852 0.074
H -1.668 -3.481 4.491 0.7218 2.8086 -0.7530 0.071
H -1.389 -0.817 7.348 -1.5358 -0.3537 -1.8664 0.132
H -3.060 1.007 6.995 -1.1908 -1.8814 -0.7307 0.075
H -4.349 -0.459 7.277 1.8413 1.0160 -1.3064 0.069
H -3.838 0.120 5.477 0.4915 -0.1418 2.6125 0.094
H -2.008 -3.396 6.935 -1.6741 1.6338 -0.0734 0.071
H -3.481 -2.478 7.851 1.7075 -0.2266 -2.0156 0.074
H -3.612 -2.853 6.005 1.8054 0.6079 1.7097 0.088
H 0.086 3.325 5.782 -0.5186 -1.7228 -1.4733 0.121
H 0.831 2.367 4.336 -1.8670 0.0835 0.9116 0.110
H -1.309 3.107 2.852 -0.0784 -0.3635 -0.6126 0.061
H 0.832 4.656 2.815 -2.0155 0.9479 0.8059 0.091
H 0.164 5.694 4.252 -0.5678 -0.9936 -1.8823 0.104
H -0.193 6.866 1.950 -1.6999 -1.5036 0.6389 0.090
H -1.814 6.666 2.889 1.5468 -1.5827 -1.3552 0.108
H -1.521 4.191 0.905 -0.0027 2.2687 0.4200 0.080
H -2.733 5.635 0.906 2.5198 -0.6782 -0.2416 0.100
H 0.368 2.986 0.772 1.7618 1.4515 -1.3638 0.129
H 1.438 4.582 0.472 -0.8006 -1.8247 -0.8942 0.113
H 2.365 1.465 0.445 0.4020 2.2005 -0.5823 0.109
H 2.997 3.004 1.377 -1.0429 -0.9588 -2.1220 0.140
H 3.213 4.930 -1.208 -0.2170 -1.8934 -0.9255 0.137
H 4.033 3.829 -2.543 -1.6258 0.0287 2.0384 0.120
H 1.775 2.449 -2.945 0.4566 1.9025 1.1561 0.133
H 1.499 4.332 -3.145 0.8739 -1.9497 1.4731 0.118
H -2.623 3.837 5.619 -0.2264 0.3936 -2.2813 0.121
H -2.645 5.321 4.454 -0.4357 -2.4512 -0.0083 0.106
H -4.627 1.763 2.867 0.6082 1.5210 -0.1647 0.076
H 0.007 1.369 2.326 -0.9215 -2.3829 1.2510 0.073
O 2.042 -3.603 -0.335 0.5410 -0.0925 -1.8514 0.071
C 2.061 -3.863 -1.527 -0.3083 0.3588 1.7321 -0.448
O 2.599 -3.051 -2.483 -0.0590 -0.0893 0.9920 0.036
C 2.349 -3.614 -3.770 0.1973 0.2668 -1.0155 -0.172
C 2.108 -5.080 -3.523 0.0039 -0.6738 -0.5278 -0.161
C 1.464 -5.083 -2.160 0.1254 -0.5517 -0.0319 -0.088
H 1.476 -3.116 -4.206 0.3206 -0.1487 0.1577 0.094
H 3.213 -3.446 -4.420 -0.0133 0.2041 0.2649 0.122
H 1.497 -5.552 -4.297 0.0771 0.1499 0.0761 0.120
H 3.067 -5.611 -3.478 -0.1381 0.0603 -0.0512 0.104
H 0.379 -4.959 -2.222 0.2532 -0.0687 0.1838 0.112
H 1.720 -5.984 -1.598 -0.1957 0.2519 0.1649 0.131
O -6.307 1.332 2.005 -2.0044 0.0793 0.1280 0.102
C -7.384 1.773 2.373 1.8428 -0.2323 -0.3926 -0.427
O -8.569 1.538 1.736 0.7440 -0.2760 -0.0801 0.029
C -9.599 2.293 2.373 -0.6659 0.1428 -0.0670 -0.179
C -9.086 2.575 3.761 -0.4284 0.1382 0.7357 -0.171
C -7.597 2.678 3.547 -0.3590 -0.0760 0.4277 -0.099
H -9.767 3.210 1.797 0.0284 -0.0580 0.0174 0.127
H -10.525 1.711 2.390 0.2124 -0.0192 -0.2470 0.123
H -9.527 3.469 4.209 0.0007 -0.1228 -0.1006 0.118
H -9.305 1.724 4.417 -0.0563 0.1239 -0.0941 0.120
H -7.294 3.693 3.276 0.2846 -0.2393 0.1238 0.126
H -7.042 2.328 4.421 0.2450 0.3366 -0.3695 0.132
O 4.992 -1.141 -5.586 -0.1610 1.9756 0.1598 0.093
C 5.184 0.039 -5.340 -0.2594 -2.0529 -0.6333 -0.456
O 4.381 1.056 -5.769 0.1162 -0.8558 0.0834 0.030
C 4.963 2.303 -5.392 -0.1289 0.7300 -0.0714 -0.171
C 5.880 1.982 -4.242 0.3379 0.5278 0.7047 -0.171
C 6.348 0.587 -4.571 0.1208 0.1875 0.5062 -0.085
H 5.503 2.711 -6.254 -0.0514 -0.0341 0.0235 0.128
H 4.175 3.005 -5.103 -0.0254 -0.2241 -0.2135 0.121
H 6.696 2.702 -4.128 -0.1638 -0.0283 -0.0372 0.123
H 5.309 1.967 -3.305 0.0930 0.0306 -0.1336 0.113
H 7.231 0.596 -5.216 -0.0431 -0.1643 0.0498 0.134
H 6.534 0.003 -3.667 0.0930 -0.1493 -0.3757 0.134
O -0.538 -3.919 -3.848 -2.0103 0.8489 -0.9658 0.091
C -1.274 -3.187 -4.490 0.9567 -1.2778 0.7911 -0.417
O -2.607 -3.412 -4.680 0.8810 -0.2564 0.4480 0.040
C -3.128 -2.421 -5.564 -0.6636 0.2146 -0.3503 -0.170
C -2.168 -1.263 -5.474 -0.1160 0.9179 -0.1702 -0.163
C -0.849 -1.948 -5.217 -0.0061 0.5260 0.0865 -0.086
H -3.176 -2.843 -6.573 0.0052 -0.0135 0.0695 0.127
H -4.137 -2.139 -5.249 0.1600 -0.2866 0.0308 0.130
H -2.168 -0.634 -6.367 -0.0743 -0.1010 0.1268 0.122
H -2.428 -0.632 -4.615 0.0221 -0.0883 -0.1778 0.130
H -0.351 -2.233 -6.148 0.1162 -0.0239 0.1355 0.140
H -0.192 -1.333 -4.598 0.1541 -0.3192 -0.1747 0.136
O 4.372 -8.875 -2.023 1.1402 1.3545 -1.1922 0.103
C 5.255 -8.226 -2.560 -1.6766 -1.4256 0.8646 -0.459
O 5.057 -7.385 -3.616 -0.3086 -0.4442 0.5717 0.015
C 6.317 -6.880 -4.055 0.2472 0.4726 -0.5619 -0.170
C 7.239 -7.030 -2.874 0.8076 0.4207 0.2370 -0.171
C 6.708 -8.267 -2.195 0.3930 0.2953 0.2832 -0.089
H 6.648 -7.468 -4.918 -0.0436 0.0258 0.0459 0.128
H 6.210 -5.835 -4.360 -0.2120 -0.2347 -0.0264 0.130
H 8.293 -7.104 -3.156 -0.1556 0.0696 -0.0312 0.119
H 7.128 -6.168 -2.205 0.0336 -0.1158 -0.1472 0.126
H 7.154 -9.178 -2.603 -0.1061 -0.0259 0.1452 0.135
H 6.844 -8.220 -1.112 -0.1442 -0.3634 -0.1875 0.132
```
Forces are in eV/Å.

Output
HOMO   -0.170 hartree
Net charge   -1
Kohn-Sham gap   6.3 eV


Q: What is the net charge in the second record?
A: -1


Q: Which of these has the lowest net charge?
A: C41H63BNO14S2


Q: Which formula does entry 2 have?
A: C41H63BNO14S2


Q: The lowest net charge belongs to which entry?
A: C41H63BNO14S2